1.
C61H39F4N7O8PS2Ti | ωB97M-V with the def2-TZVPD basis set

```
123
Properties=species:S:1:pos:R:3:forces:R:3
C 0.068 2.725 7.561 0.0 0.2 0.1
H 0.458 3.186 -3.151 0.0 0.0 0.0
H -3.674 0.377 0.854 -0.1 0.0 0.0
C 4.183 -1.775 -0.765 0.0 -0.1 -0.1
H 2.121 1.528 -6.326 0.0 0.0 0.0
C 0.539 -6.849 0.563 0.0 0.0 0.0
C -0.640 -4.760 0.280 0.1 0.0 0.0
N 0.091 -4.243 4.425 0.1 0.1 -0.1
C -1.191 1.491 5.799 0.2 -0.1 0.3
C -1.797 -3.985 -0.270 0.1 0.3 -0.2
F -2.441 0.418 4.151 -0.1 0.1 -0.2
C -2.523 2.027 1.622 0.0 -0.1 0.2
C 3.297 -4.420 -2.950 0.1 0.0 0.1
F -2.054 2.517 5.667 -0.1 0.0 -0.1
C -0.629 3.939 7.371 -0.1 0.1 -0.1
C -3.804 1.416 1.138 0.1 0.0 -0.1
H -0.532 -5.052 -2.171 -0.1 0.0 0.0
H 2.246 -4.302 1.996 0.0 0.0 0.0
C -0.474 0.184 -3.826 0.1 -0.1 0.0
C 1.258 -2.982 -4.138 0.0 0.0 0.0
O -2.113 4.904 -2.351 0.0 0.0 -0.3
H -2.251 -3.331 0.472 -0.1 0.0 0.0
H 3.809 1.889 -1.906 0.0 0.0 0.0
C -3.876 3.043 -3.134 -0.1 0.3 -0.1
C -0.302 1.810 2.268 0.4 0.2 0.5
C 1.359 2.498 -1.322 -0.1 -0.1 0.2
O -4.130 -1.829 -2.129 -0.1 0.2 0.2
C 0.654 3.318 3.954 0.1 0.1 0.0
C -4.748 2.052 -3.540 0.6 -0.4 0.7
C 0.379 -4.112 0.979 0.0 0.0 -0.1
H 4.614 -3.375 -4.281 0.0 0.0 0.0
Ti -1.132 -0.191 0.120 2.5 -2.0 0.7
H -4.230 1.984 0.308 0.0 0.0 0.0
C 0.607 0.387 6.834 -0.2 0.2 -0.1
H 4.089 -5.003 -2.497 0.0 0.0 0.0
C -1.290 -1.605 2.844 0.7 0.0 0.1
C 1.688 1.112 -4.272 0.0 -0.1 0.0
O -1.586 3.746 -0.629 0.0 -0.3 0.2
H -2.560 -4.624 -0.717 -0.1 0.0 0.0
C 1.163 4.816 -1.959 0.0 0.0 0.0
H 2.042 -1.864 -0.846 0.0 -0.1 0.0
C 5.167 0.318 -1.399 0.1 0.0 0.0
H 1.908 6.253 -0.555 0.0 0.0 0.0
C 1.845 1.353 3.278 -0.1 -0.1 -0.2
N -1.149 4.968 7.247 0.0 0.0 -0.1
N -5.799 2.365 -4.478 -0.6 0.2 -0.5
H -1.617 4.682 3.529 0.0 0.0 0.0
C 1.737 2.492 4.082 0.0 0.2 0.0
C -2.619 3.260 2.288 0.1 0.1 0.1
H 0.822 5.561 -2.665 0.0 0.0 0.0
C -0.379 2.985 3.058 -0.1 -0.2 -0.2
F 1.611 0.322 7.722 0.1 -0.1 0.0
C -0.456 -4.103 -2.691 -0.2 0.4 0.1
H 6.042 0.939 -1.549 0.0 0.0 0.0
N -2.119 3.869 -1.708 0.3 0.8 0.2
C -2.873 2.758 -2.233 -0.3 -1.2 0.0
H 4.282 -2.793 -0.410 0.0 0.0 0.0
C 2.769 0.071 -1.410 -0.2 -0.2 0.1
H -4.522 1.450 1.958 0.0 0.0 0.0
N -1.373 1.364 1.524 -0.2 0.6 0.3
N -1.636 -1.361 1.744 -0.8 0.0 0.3
C 1.768 5.202 -0.774 0.0 0.0 0.0
C 1.469 -4.824 1.451 0.1 0.0 0.0
C 0.751 0.644 -3.353 -0.2 -0.1 0.1
C -0.732 -1.836 4.065 -0.3 -0.1 -0.4
H -1.341 -6.657 -0.447 0.0 0.0 0.0
H 2.397 -6.750 1.630 0.0 0.0 0.0
C 0.868 1.020 2.358 -0.1 -0.1 0.2
C -0.164 1.563 6.756 0.0 -0.2 0.0
H 2.655 1.453 -3.927 0.0 0.0 0.0
H 2.660 4.532 1.062 0.0 0.0 0.0
C -2.658 1.424 -1.764 -0.5 0.8 -0.4
C 3.591 -3.516 -3.959 0.0 0.0 0.0
C 2.922 -1.253 -1.002 0.0 -0.1 -0.1
O -6.569 1.475 -4.790 0.1 -0.1 0.1
O -5.861 3.500 -4.915 0.1 0.0 0.1
C 1.993 -4.579 -2.509 -0.1 -0.1 0.1
C -3.633 0.469 -2.131 0.6 0.2 0.1
S -1.332 -2.826 -1.627 0.2 -1.6 -0.3
H -4.001 4.054 -3.494 0.0 0.0 0.0
C 2.566 -2.796 -4.554 0.0 0.1 0.0
H 0.454 -2.458 -4.637 0.0 0.1 0.0
C -1.556 3.753 2.977 -0.1 -0.1 0.0
C 1.044 2.804 8.580 0.1 0.0 0.1
N 1.820 2.949 9.427 0.0 0.0 0.0
C -0.781 0.229 -5.179 -0.1 -0.1 0.0
C 0.951 3.471 -2.230 0.0 -0.1 0.0
C 1.389 1.148 -5.624 0.1 0.0 0.0
O -0.304 -1.880 -1.011 0.3 0.4 0.4
H 6.294 -1.392 -0.764 0.0 0.0 0.0
C -0.249 -3.150 4.271 -0.1 -0.3 0.2
C -0.573 -0.740 5.023 -0.1 0.3 0.4
C -0.547 -6.136 0.078 0.0 0.0 0.0
C 1.553 -6.193 1.245 0.0 0.0 0.0
H 2.331 2.146 0.560 0.0 0.0 0.0
H -1.191 -0.233 -3.132 0.0 0.0 0.0
H 0.589 -7.920 0.412 0.0 0.0 0.0
F 1.241 -1.751 6.144 0.1 0.0 0.0
H 2.507 2.711 4.810 0.0 0.0 0.0
H 0.318 -3.049 1.159 0.0 0.0 0.0
C 2.185 4.239 0.134 0.0 0.0 0.1
H -3.566 3.782 2.278 0.0 -0.1 0.0
H 2.781 -2.095 -5.349 0.0 0.0 0.0
H -1.751 -0.117 -5.518 0.0 0.0 0.0
C -1.379 0.400 4.990 0.1 -0.4 0.1
C 0.411 -0.704 6.013 -0.1 0.1 -0.4
C -3.532 -0.915 -1.596 -0.1 -0.4 0.0
H 2.702 0.698 3.368 0.0 0.0 0.0
O -2.775 -1.078 -0.531 -0.4 0.2 -0.3
H -5.354 0.004 -3.294 0.0 0.0 0.0
O -1.593 1.086 -1.086 -1.3 1.6 -1.1
H 0.539 4.203 4.568 0.0 0.0 0.1
C -4.646 0.770 -3.013 -0.2 0.2 -0.3
C 0.958 -3.861 -3.103 0.2 0.2 0.0
P 1.046 0.707 -1.533 0.7 0.1 -0.5
S 1.076 -0.380 1.351 -0.4 0.1 -0.4
H -1.107 -4.107 -3.567 0.0 -0.1 0.0
H 1.773 -5.287 -1.717 0.0 0.0 0.0
C 1.988 2.897 -0.140 0.0 0.0 0.0
C 5.308 -0.990 -0.963 0.0 0.0 0.0
H -0.081 0.749 -7.139 0.0 0.0 0.0
C 3.904 0.852 -1.610 -0.1 0.0 0.0
C 0.150 0.715 -6.082 0.0 0.0 0.0
```
Forces are in eV/Å.

Results
ΔE to the lowest compared entry with this formula, charge and spin, kJ/mol: 33.8
Lowest unoccupied orbital energy, eV: 0.167
Charge: -1
Orbital gap, eV: 4.041
Max |F|, eV/Å: 3.25
Electronic energy, Eh: -5719.84793
HOMO level, eV: -3.874



2.
C61H48KN4P2SSi | ωB97M-V with the def2-TZVPD basis set

```
118
Properties=species:S:1:pos:R:3:forces:R:3
C -1.441 -1.147 2.372 0.1 0.1 0.2
H -4.501 2.657 -3.429 0.0 0.0 0.0
C -1.366 -4.560 -0.045 0.0 0.0 0.0
H -5.115 5.008 -3.826 0.0 0.0 0.0
Si -1.401 0.591 1.488 -0.3 0.1 0.0
H 3.308 4.021 -1.940 0.0 0.1 0.1
H 1.728 -5.364 3.534 0.0 0.0 0.0
C 2.089 5.724 0.672 0.0 0.0 -0.1
H 4.937 3.015 -3.548 0.0 0.0 0.0
C 4.301 -1.998 -3.167 0.1 0.0 -0.1
H 0.792 -3.895 1.769 0.0 0.0 0.0
P -4.117 1.021 -1.106 0.1 0.0 -0.1
C -1.917 0.048 -2.442 0.0 0.0 0.0
H 0.943 1.433 5.897 0.0 0.0 0.0
C 4.177 -3.375 -3.180 0.0 -0.1 0.0
C 2.146 -3.155 -1.956 0.0 0.0 0.0
C 2.125 -4.370 3.375 0.0 0.0 0.0
C 3.318 -1.249 -2.529 -0.1 -0.1 0.0
N 2.274 -1.834 -1.946 0.1 -0.1 -0.3
C -4.523 6.826 3.488 0.0 0.0 0.0
H -1.616 6.979 1.763 0.0 0.0 0.0
S 4.814 0.231 3.632 -0.2 -0.2 -0.1
C -2.477 6.533 2.243 0.0 0.0 0.0
C 4.247 2.391 -2.993 0.0 0.0 0.0
C 4.681 1.725 2.820 0.1 0.1 0.1
C -0.783 3.102 2.877 -0.1 -0.2 0.1
H 3.613 -4.461 4.929 0.0 0.0 0.0
C -2.634 5.149 2.253 0.0 -0.1 0.0
C -0.749 1.693 2.937 0.0 0.1 0.1
H 2.514 7.308 -0.717 0.0 0.0 0.0
C -0.360 -5.472 -0.304 0.0 0.0 0.0
H 0.037 3.358 -2.566 0.0 0.0 0.0
H 4.419 -2.169 4.506 0.0 0.0 0.0
C 4.253 1.017 -3.170 0.2 0.0 -0.1
C -0.109 1.129 4.053 0.1 0.1 0.0
C -5.066 4.628 -2.812 0.0 0.0 0.0
H -2.062 -1.832 1.787 0.0 0.0 0.0
H -0.442 -1.592 2.464 -0.1 0.0 0.0
C 1.116 4.886 1.207 0.0 0.0 0.0
H 1.714 2.495 -0.771 0.1 0.0 0.0
C -0.063 1.329 -3.273 -0.1 0.0 0.0
C 0.794 -5.043 -0.941 0.2 -0.1 0.0
H -0.315 4.966 3.845 0.0 0.0 0.0
C -5.275 4.970 -0.447 0.0 -0.1 0.0
H -1.957 3.173 -1.155 0.0 -0.1 -0.1
C 0.450 6.714 -0.775 0.0 0.0 0.0
C 3.457 -0.422 2.636 0.4 0.1 0.3
C 3.088 -3.973 -2.570 0.0 -0.1 0.0
H -5.492 0.822 4.390 0.0 0.0 0.0
H -5.478 5.612 0.403 0.0 0.0 0.0
N 2.036 -2.309 2.143 0.2 -0.1 0.1
H -6.376 0.618 0.209 0.0 0.0 0.0
H 0.792 3.903 5.782 0.0 0.0 0.0
H 0.809 1.423 -3.909 0.0 0.0 0.0
C 0.447 1.906 5.056 0.0 0.0 0.0
H 5.147 -1.523 -3.643 0.0 0.0 0.1
C -4.922 3.641 -0.227 0.0 0.0 0.0
C -3.412 7.362 2.857 0.0 0.0 0.0
N 2.472 0.792 -1.614 0.4 0.2 -0.4
C -5.654 0.686 1.018 -0.1 0.0 0.2
C -2.376 1.134 -1.700 -0.2 0.1 -0.3
H 3.110 5.651 1.026 0.0 0.0 0.0
H -0.462 -6.508 -0.005 0.0 0.0 0.0
C -0.757 0.132 -3.204 0.0 0.0 0.0
H 1.592 -5.745 -1.139 0.0 0.0 0.0
H 3.501 2.599 1.274 0.0 0.0 0.0
H -3.103 0.946 3.854 0.0 0.0 0.0
H -5.548 5.007 4.008 0.0 0.0 0.0
C -0.502 2.419 -2.528 -0.1 0.0 0.1
H -4.858 3.274 0.790 0.0 0.0 -0.1
C -1.637 2.319 -1.740 -0.1 0.1 -0.2
C 3.165 -3.861 4.145 0.0 0.0 0.0
H -5.254 7.476 3.955 0.0 0.0 0.0
H -0.419 -0.732 -3.763 0.0 0.0 0.0
C -0.518 5.876 -0.242 0.0 -0.1 0.0
C 3.032 -1.797 2.897 -0.1 0.0 -0.1
C -0.252 3.884 3.905 0.0 0.0 0.0
C 2.462 2.106 -1.456 0.1 0.1 0.2
H -2.495 -0.871 -2.447 0.0 0.0 0.0
H 0.185 7.421 -1.551 0.0 0.0 0.0
C -3.329 0.865 1.722 0.2 -0.1 0.4
K 1.150 -0.604 0.088 -0.8 -0.1 0.4
C 3.347 2.956 -2.107 -0.1 -0.1 -0.1
H -1.929 -2.492 -0.288 0.0 0.0 0.0
H 4.929 -3.984 -3.667 0.0 0.0 0.0
P -1.556 3.896 1.411 0.0 0.2 0.4
H 5.348 2.534 3.089 0.0 0.0 0.0
C 1.758 6.649 -0.308 0.0 0.0 0.0
H 1.389 4.163 1.966 0.0 0.0 0.0
H -7.163 0.607 2.542 0.0 0.0 0.0
C -4.625 2.793 -1.290 0.1 0.0 0.0
H -1.534 5.915 -0.622 0.0 0.0 0.0
C 2.958 0.484 1.746 0.2 0.2 0.1
H -2.277 -4.848 0.461 0.0 0.0 0.0
C -4.288 0.810 0.711 -0.2 0.2 -0.3
H 2.969 -5.048 -2.589 0.0 0.0 0.0
C -3.753 4.622 2.909 0.0 0.0 0.0
C 1.609 -3.545 2.394 0.0 0.1 -0.1
C -4.722 3.305 -2.587 0.0 -0.1 0.0
C -0.208 4.977 0.784 0.0 -0.1 -0.1
H -1.881 -1.101 3.377 0.0 0.0 0.0
C 3.616 -2.582 3.910 0.0 0.0 0.0
C 0.921 -3.702 -1.286 -0.2 0.1 0.1
C -4.686 5.445 3.517 0.0 0.0 0.0
H -0.028 0.050 4.126 0.0 0.0 0.0
C 3.360 0.243 -2.440 -0.1 0.1 0.1
H -3.266 8.437 2.839 0.0 0.0 0.0
H -3.889 3.544 2.938 0.0 0.1 0.0
C 0.368 3.292 4.994 0.0 0.1 0.0
H 4.943 0.565 -3.870 0.0 0.0 0.0
C -5.171 0.811 3.354 0.1 0.0 -0.1
C -3.822 0.883 3.041 -0.1 -0.1 0.0
H -5.607 6.506 -1.911 0.0 0.0 0.0
C -1.165 -3.246 -0.446 0.0 0.1 -0.1
C -6.104 0.690 2.326 0.1 0.0 0.0
C -5.341 5.469 -1.739 0.0 0.0 0.0
C 3.693 1.716 1.879 0.1 -0.1 0.1
N -0.053 -2.822 -1.035 0.0 -0.3 -0.2
```
Forces are in eV/Å.

Results
ΔE to the lowest compared entry with this formula, charge and spin, kJ/mol: 64.6
Lowest unoccupied orbital energy, eV: 1.845
Charge: -1
Orbital gap, eV: 4.793
Max |F|, eV/Å: 0.88
Electronic energy, Eh: -4542.70037
HOMO level, eV: -2.948



3.
C61H51CoGeN5O6S3 | ωB97M-V with the def2-TZVPD basis set

```
128
Properties=species:S:1:pos:R:3:forces:R:3
C -1.439 -4.755 -1.505 -0.1 -0.1 0.0
C 1.784 -2.334 2.976 0.9 -0.7 1.1
H 4.885 0.111 0.815 0.1 0.1 0.0
C 0.024 3.862 3.145 -0.2 -0.3 -0.3
H -2.059 -1.299 -2.178 -0.1 0.2 0.2
H 0.348 -1.053 5.476 0.1 0.1 0.1
C -2.938 -2.431 -5.216 -0.1 -0.2 0.1
H 3.241 3.385 -5.624 0.0 0.1 0.0
S -0.433 1.234 2.533 -1.6 2.2 -1.9
O -2.466 2.597 -0.904 -0.2 0.2 0.0
C -0.144 -2.770 -1.161 0.0 -0.1 0.6
C -4.218 0.011 4.800 0.0 0.0 -0.2
S 0.372 -1.368 -0.091 0.7 2.3 -1.9
C 2.686 -2.938 -0.048 0.1 0.0 -0.1
C 1.267 3.629 -0.444 0.7 -0.2 -0.1
H 4.857 -4.500 3.807 0.1 0.0 0.0
H -1.153 -1.844 7.270 0.0 0.0 0.0
C 4.853 -2.014 0.429 0.0 0.1 0.1
O -2.208 0.032 -0.587 -1.1 -1.7 0.6
H 1.167 -2.218 -2.749 0.1 0.1 -0.1
S 0.310 -1.435 2.655 -0.3 1.0 -1.9
C -0.707 0.360 -6.239 0.1 0.1 -0.3
C 2.925 -0.590 0.433 -0.3 0.2 -0.1
C -3.583 0.192 -0.727 0.4 0.0 -0.1
C -2.021 0.995 4.872 0.0 0.1 -0.3
H 5.919 -2.152 0.554 0.1 0.0 0.0
H -1.572 2.597 -4.976 0.0 0.1 -0.2
H -5.130 -0.272 5.307 -0.1 0.0 0.0
H -0.274 1.001 -8.220 0.1 0.0 0.0
C 0.064 -3.998 -3.209 0.1 0.0 0.0
H -4.854 -0.732 2.889 0.0 0.0 -0.1
C 1.522 3.318 5.417 0.1 0.0 0.1
H 2.008 -0.496 -2.875 0.1 -0.1 0.1
C -2.322 -1.554 -7.427 0.0 0.1 -0.2
C -0.820 -1.933 3.903 -0.6 -1.4 1.1
H -1.238 1.492 5.425 0.0 0.0 0.1
H 2.056 -3.782 -0.294 0.0 -0.1 0.0
C 2.136 -1.677 0.109 -0.2 -0.3 -0.3
C 3.991 -3.895 3.581 -0.5 0.3 0.0
H -4.008 0.878 0.014 -0.2 0.1 0.0
H 0.874 -4.131 2.261 0.0 -0.2 -0.1
C 2.325 2.503 -0.488 -1.0 0.4 -0.6
N 0.235 0.033 -0.500 1.2 -2.7 0.6
H -2.119 -2.960 2.555 -0.1 0.0 -0.1
C -2.749 -3.183 4.597 -0.3 -0.1 0.8
C 2.971 2.516 -5.039 0.2 0.2 -0.1
C -1.867 0.714 3.521 0.0 0.4 0.4
C 4.050 -3.102 0.125 -0.1 -0.1 -0.1
H 2.471 0.378 0.544 0.0 0.2 -0.1
O -3.237 4.685 -0.853 0.0 0.4 0.0
C 2.903 -1.750 3.576 -1.0 0.1 -0.5
C -1.431 -0.510 -5.397 -0.3 -0.3 -0.1
H 0.430 7.845 -0.173 0.0 -0.2 0.0
C -2.889 0.107 2.807 0.3 0.2 -0.2
N 0.701 0.070 2.794 0.4 -1.4 0.7
H 1.602 5.441 5.682 0.0 0.1 0.0
C -2.082 -1.350 -3.254 0.1 0.2 0.1
C -4.060 -0.253 3.443 -0.1 0.1 0.3
H -3.852 0.563 -1.723 -0.2 0.0 0.0
H 0.949 3.157 -4.778 0.0 0.1 0.0
H -0.554 4.033 2.250 -0.1 0.1 -0.2
H 0.305 5.923 3.633 0.0 0.1 -0.1
H -1.723 -0.696 -9.282 0.0 0.0 -0.1
O 2.088 1.644 -1.344 0.4 0.1 0.3
C 2.264 0.324 -3.527 0.0 -0.1 -0.2
C -3.201 0.637 5.502 0.0 0.1 0.2
C 0.429 -2.927 -2.412 0.2 0.3 0.1
C 4.289 -0.757 0.583 0.0 -0.1 0.0
C -2.841 -2.364 -3.857 -0.2 -0.1 -0.3
C -2.237 -1.507 -6.018 0.2 0.1 0.0
C 0.768 5.965 -0.260 -0.2 -0.6 -0.1
C -0.822 0.305 -7.600 0.2 0.1 0.2
H -1.361 6.360 -0.486 -0.1 0.0 0.0
H 1.276 1.247 4.873 0.1 -0.1 0.1
H 2.854 -5.539 2.786 0.0 0.0 0.0
O 3.262 2.609 0.307 0.9 0.0 0.9
H -0.036 1.065 -5.781 0.0 0.1 0.0
C 1.052 2.276 4.638 0.0 0.0 -0.1
C 3.997 -2.531 3.867 0.4 -0.6 0.1
H -2.941 -2.319 -7.881 0.0 0.0 0.0
H 4.304 -0.287 -3.720 0.0 -0.1 0.0
H -1.165 -5.743 -3.384 0.0 0.0 -0.1
N -0.860 1.746 1.227 0.4 -0.8 3.1
C 1.678 2.385 -4.561 -0.2 0.0 0.0
H 4.483 -4.087 0.030 0.1 -0.1 -0.1
C -1.928 -2.737 3.592 1.0 0.6 -0.4
C -0.565 5.629 -0.470 0.0 -0.1 0.0
C 3.919 1.553 -4.747 0.1 0.1 -0.1
H -2.731 -0.076 1.758 0.0 0.0 -0.5
H -3.320 0.845 6.555 0.0 0.0 0.1
C -1.393 -0.409 -3.978 0.4 0.4 0.6
H 2.888 -0.688 3.760 0.1 0.2 0.0
C -2.485 -2.858 5.927 0.4 0.1 -0.5
C -1.645 -0.656 -8.204 -0.2 -0.3 -0.1
C 2.862 -4.479 3.003 0.5 -0.1 0.3
H -2.613 2.654 -3.550 -0.1 -0.1 0.1
H -1.178 3.664 -3.611 0.1 0.2 0.0
C -1.075 -3.685 -0.705 0.0 0.0 0.1
Ge -0.539 1.190 -2.996 -1.0 0.3 -0.7
C -0.529 -1.639 5.246 0.3 -0.1 -1.2
C 0.291 2.556 3.517 0.2 -0.5 0.4
N 0.000 3.309 -0.679 -0.1 -0.2 -0.1
C 1.763 -3.711 2.707 -0.5 0.8 0.2
C 1.691 4.931 -0.221 -0.1 0.3 0.0
H -1.486 -3.553 0.282 -0.2 -0.1 0.0
H -3.621 -3.776 4.353 0.0 0.0 0.0
H -3.141 -3.196 6.714 -0.1 0.0 0.1
H 0.521 -4.123 -4.180 0.0 0.1 -0.1
O 1.183 7.248 -0.086 0.1 0.2 0.1
H -2.153 -5.479 -1.137 -0.1 0.0 0.0
C -1.583 2.695 -3.894 0.5 -0.6 0.2
H 4.937 1.670 -5.095 0.0 0.0 0.0
C 3.560 0.453 -3.987 0.0 -0.2 0.0
N -0.303 -1.941 1.313 -0.1 -0.3 2.0
H -3.364 -3.076 -3.230 -0.1 0.0 0.0
Co -1.030 1.377 -0.653 0.7 1.7 -2.3
H -3.548 -3.186 -5.700 0.0 0.0 0.0
C -0.878 -4.908 -2.762 0.1 -0.1 0.1
H 4.873 -2.082 4.314 0.0 0.0 0.0
C 1.302 1.289 -3.800 -0.7 0.0 0.3
H -4.041 -0.801 -0.586 -0.1 0.0 -0.1
H 2.738 5.111 -0.036 0.1 0.0 0.1
C -1.362 -2.091 6.239 -0.5 -0.4 0.3
C 0.505 4.901 3.920 0.1 0.0 0.2
C -2.333 3.860 -0.818 -0.1 -0.3 -0.1
C -0.897 4.298 -0.657 0.1 0.1 0.0
C 1.240 4.630 5.066 0.0 0.0 -0.1
H 2.109 3.103 6.297 0.1 0.0 0.1
```
Forces are in eV/Å.

Results
Lowest unoccupied orbital energy (spin up / spin down), eV: 0.943 / 0.943
Charge: -1
Orbital gap (spin up / spin down), eV: 4.871 / 4.874
Max |F|, eV/Å: 3.34
Electronic energy, Eh: -7734.35577
HOMO level (spin up / spin down), eV: -3.928 / -3.931